No. 1
ORCA calculation (wB97M-V/def2-TZVPD) on C32H28IrN8S as an isolated structure.

```
70
Properties=species:S:1:pos:R:3:forces:R:3:lowdin_charge:R:1
Ir 0.536 -0.178 -1.084 0.3 0.1 0.2 1.3754
C 0.096 -4.271 4.610 0.0 0.0 0.0 -0.0415
C -0.135 -3.185 3.595 0.0 0.0 0.0 -0.2664
C -1.424 -2.810 3.213 0.0 0.0 0.0 -0.0238
C -1.625 -1.856 2.238 0.0 0.0 0.0 -0.0289
C -0.562 -1.179 1.615 0.0 0.0 -0.1 -0.3033
N -0.800 -0.287 0.574 0.1 0.1 0.1 -0.0843
C -1.689 0.746 0.804 0.0 0.0 -0.1 -0.2754
C -2.033 1.193 2.094 0.0 0.0 0.0 -0.0289
C -2.782 2.335 2.307 0.0 0.0 0.0 -0.0303
C -3.220 3.132 1.254 0.0 0.0 0.0 -0.2726
C -3.967 4.417 1.484 0.0 0.0 0.0 -0.0455
C -2.911 2.696 -0.024 0.0 0.0 0.0 0.0138
C -2.210 1.517 -0.251 0.0 0.1 -0.1 -0.1307
N -2.089 1.127 -1.624 -0.2 -0.4 0.1 -0.0392
C -3.058 1.247 -2.557 0.1 0.1 0.0 -0.0308
C -2.572 0.760 -3.747 0.0 0.1 0.0 -0.0184
C -1.280 0.329 -3.450 0.0 0.2 -0.1 -0.1069
N -1.006 0.536 -2.167 -0.2 0.2 -0.2 -0.0955
C 0.729 -1.551 2.017 -0.1 0.1 -0.1 -0.1295
C 0.924 -2.557 2.966 0.0 0.0 0.0 0.0186
N 1.904 -0.946 1.453 0.1 -0.3 0.0 -0.0403
C 3.111 -0.927 2.068 -0.1 0.1 0.0 -0.0445
C 4.085 -0.799 1.113 0.0 0.0 -0.1 -0.0101
C 3.388 -0.749 -0.101 0.1 0.1 0.0 -0.0860
N 2.084 -0.839 0.104 -0.2 -0.1 0.2 -0.0769
H -0.698 -4.284 5.355 0.0 0.0 0.0 0.0829
H 1.045 -4.136 5.127 0.0 0.0 0.0 0.0809
H 0.115 -5.253 4.134 0.0 0.0 0.0 0.0879
H -2.279 -3.294 3.670 0.0 0.0 0.0 0.1217
H -2.630 -1.600 1.925 0.0 0.0 0.0 0.1298
H -1.670 0.641 2.950 0.0 0.0 0.0 0.1155
H -3.008 2.628 3.326 0.0 0.0 0.0 0.1185
H -4.418 4.434 2.475 0.0 0.0 0.0 0.0789
H -4.762 4.553 0.751 0.0 0.0 0.0 0.0807
H -3.301 5.279 1.409 0.0 0.0 0.0 0.0847
H -3.224 3.284 -0.880 0.0 0.0 0.0 0.1247
H -4.010 1.675 -2.299 0.0 0.0 0.0 0.1341
H -3.074 0.732 -4.697 0.0 0.0 0.0 0.1080
H -0.526 -0.080 -4.098 0.0 -0.1 0.0 0.1040
H 1.933 -2.865 3.209 0.0 0.0 0.0 0.1193
H 3.182 -1.003 3.138 0.0 0.0 0.0 0.1354
H 5.146 -0.724 1.264 0.0 0.0 0.0 0.1095
H 3.764 -0.602 -1.100 0.0 0.0 0.0 0.1197
S 3.625 1.642 -3.792 0.0 0.0 0.0 1.0584
C 3.253 0.137 -4.501 0.0 0.0 0.0 -0.4004
C 2.302 -0.552 -3.802 0.0 0.0 0.0 -0.2038
C 1.830 0.139 -2.644 0.1 -0.1 0.0 -0.3499
C 2.488 1.342 -2.534 -0.1 0.0 -0.1 -0.5536
C 2.211 2.206 -1.413 0.0 0.0 -0.1 -0.2679
C 2.863 3.407 -1.148 0.0 0.0 0.0 -0.0066
C 2.515 4.139 -0.033 0.0 0.0 0.0 -0.0344
C 1.522 3.650 0.808 0.0 0.0 0.0 -0.0343
C 0.921 2.449 0.499 0.0 0.0 0.1 -0.0815
N 1.244 1.734 -0.587 0.0 -0.1 -0.1 -0.0203
H 3.758 -0.171 -5.403 0.0 0.0 0.0 0.0726
H 1.986 -1.532 -4.125 0.0 -0.1 0.0 0.0808
H 3.639 3.747 -1.820 0.0 0.0 0.0 0.1096
H 3.013 5.074 0.186 0.0 0.0 0.0 0.1190
H 1.211 4.183 1.695 0.0 0.0 0.0 0.1136
H 0.160 2.041 1.144 0.0 0.0 0.0 0.0976
N -0.346 -3.042 -0.719 0.0 0.0 0.0 0.0427
C -0.654 -4.211 -1.297 0.0 0.0 0.0 -0.0580
C -0.526 -4.040 -2.655 0.0 0.0 0.0 -0.0301
C -0.129 -2.710 -2.808 0.0 0.1 0.0 -0.1203
N -0.016 -2.108 -1.627 -0.1 -0.1 0.0 -0.1099
H -0.382 -2.807 0.263 0.0 0.0 0.0 0.1167
H -0.943 -5.062 -0.705 0.0 0.0 0.0 0.1301
H -0.696 -4.766 -3.429 0.0 0.0 0.0 0.1074
H 0.076 -2.176 -3.714 0.0 0.0 0.0 0.0887
```
Positions in Å, forces in eV/Å.

LUMO: -2.32 eV
E: -59230.1271 eV
total charge: +1
HOMO: -9.55 eV
maximum force: 0.47 eV/A
relative energy (zero: lowest compared OMol25 entry of this formula, charge and spin): 0.000 eV



No. 2
ORCA calculation (wB97M-V/def2-TZVPD) on C64H138As2F12N6O as an isolated structure at a distorted geometry.

```
223
Properties=species:S:1:pos:R:3:forces:R:3:lowdin_charge:R:1
C 1.540 -6.706 36.627 -0.4 2.0 0.0 -0.1204
C 0.528 -7.819 36.591 0.8 -2.7 0.7 -0.2405
C 1.119 -8.875 35.599 -0.9 1.4 -1.9 -0.1866
C 0.228 -10.074 35.297 0.5 -0.1 1.5 -0.1248
N 0.732 -10.973 34.209 -1.5 1.0 -0.1 -0.2515
C -0.416 -11.908 33.850 0.3 -0.4 -0.9 -0.0736
C 0.234 -13.236 33.499 -0.7 0.1 -1.1 -0.1544
C 1.443 -13.270 34.379 1.6 -0.5 0.0 -0.1158
C 1.836 -11.760 34.674 2.1 -2.6 0.6 -0.0996
C 1.239 -10.232 33.026 0.1 1.1 0.5 -0.1663
C 0.204 -9.355 32.389 1.7 1.3 -1.2 -0.1894
C 0.995 -8.477 31.365 0.7 -1.5 -0.6 -0.0759
H 2.576 -6.981 36.914 -0.8 -0.1 -0.4 0.0979
H 1.229 -5.896 37.299 0.1 -0.3 0.3 0.0771
H 1.488 -6.157 35.656 0.6 -0.7 0.3 0.0731
H -0.472 -7.560 36.272 -0.1 0.5 -0.3 0.1040
H 0.366 -8.340 37.579 0.4 0.7 -0.7 0.1344
H 2.102 -9.193 35.872 0.7 -0.2 0.6 0.1091
H 1.305 -8.276 34.618 -0.5 -1.0 1.5 0.1263
H -0.753 -9.767 35.036 -0.9 0.5 -0.5 0.1181
H 0.085 -10.754 36.185 0.3 0.8 -0.7 0.1679
H -0.938 -11.527 32.997 -0.3 0.5 -0.3 0.1136
H -1.125 -11.913 34.658 0.0 -0.3 0.6 0.1365
H 0.492 -13.259 32.406 -0.2 0.1 1.0 0.1363
H -0.457 -14.080 33.672 0.3 0.4 0.0 0.1398
H 2.235 -13.888 33.875 -0.4 0.9 0.8 0.1412
H 1.180 -13.773 35.307 0.2 0.1 0.1 0.1210
H 2.763 -11.422 34.145 -0.7 -0.6 0.7 0.1496
H 1.959 -11.599 35.753 0.2 -0.2 -0.4 0.1391
H 1.700 -10.970 32.400 -0.2 -0.4 -0.8 0.1444
H 2.085 -9.590 33.357 -0.6 -0.6 0.0 0.1348
H -0.230 -8.647 33.090 -0.3 -0.3 0.2 0.1119
H -0.538 -9.941 31.888 -0.6 0.0 -0.3 0.1038
H 1.813 -7.898 31.778 0.0 0.1 0.6 0.0738
H 0.393 -7.811 30.822 -1.1 1.0 -0.5 0.0512
H 1.486 -9.066 30.558 -0.3 -0.1 0.6 0.0940
C 1.248 2.411 29.318 -0.3 -0.3 1.3 -0.1076
C 2.577 3.131 29.408 1.1 -1.2 -0.9 -0.2381
C 3.209 3.461 28.043 -1.0 0.0 0.0 -0.1601
C 3.431 2.200 27.209 -0.1 1.4 0.0 -0.1124
N 4.488 2.397 26.142 -0.6 -2.7 0.2 -0.2003
C 4.654 1.019 25.436 1.2 -0.9 -0.1 -0.0910
C 6.015 1.061 24.718 0.0 2.3 0.9 -0.0933
C 6.826 2.091 25.663 -0.3 0.2 -2.7 -0.1087
C 5.850 2.488 26.724 0.4 0.6 0.9 -0.1413
C 4.125 3.497 25.170 1.3 1.0 1.2 -0.0976
C 2.741 3.419 24.558 -0.4 -0.2 -1.4 -0.2078
C 2.776 3.941 23.084 1.0 0.3 -0.5 -0.0748
H 0.514 3.143 28.965 -0.2 -0.4 -0.3 0.0707
H 0.993 2.204 30.392 -0.2 -0.2 -1.0 0.0953
H 1.235 1.439 28.759 0.1 1.0 0.4 0.0684
H 3.306 2.507 29.951 -0.3 0.1 -0.2 0.0737
H 2.473 4.014 30.000 -0.1 0.7 0.3 0.1112
H 4.115 3.996 28.216 0.9 0.4 0.1 0.0997
H 2.550 4.150 27.490 0.1 -0.1 0.1 0.1203
H 2.490 1.970 26.716 0.2 -0.5 -0.1 0.1152
H 3.756 1.385 27.836 0.1 -0.4 0.1 0.1150
H 3.871 0.875 24.743 -1.0 -0.2 -0.4 0.0686
H 4.704 0.119 26.151 -0.6 1.8 -0.4 0.1517
H 5.927 1.462 23.700 0.0 0.0 0.3 0.1184
H 6.492 0.117 24.608 0.2 -0.9 0.3 0.0979
H 7.032 2.969 25.029 0.2 -0.3 0.3 0.1168
H 7.786 1.715 25.988 0.0 -0.1 0.4 0.1177
H 6.021 3.450 27.209 0.0 0.1 -0.3 0.1437
H 5.891 1.743 27.497 -0.2 -0.3 0.6 0.1036
H 4.946 3.482 24.433 -0.6 0.0 0.1 0.1279
H 4.296 4.457 25.780 -0.5 -1.3 -1.0 0.1694
H 1.977 3.952 25.131 0.4 0.3 0.1 0.1067
H 2.280 2.422 24.451 0.8 0.0 0.4 0.1033
H 2.740 3.119 22.352 -0.2 0.1 0.4 0.0792
H 3.703 4.512 22.739 -1.2 -0.4 1.0 0.1027
H 1.908 4.564 22.934 -0.1 0.2 -0.3 0.0664
C 5.307 1.290 31.054 -1.3 1.2 -0.7 -0.0976
C 4.583 0.054 30.552 0.0 -0.6 2.3 -0.2618
C 5.492 -0.739 29.646 -1.1 -0.2 -2.2 -0.1526
C 4.757 -2.043 29.215 0.5 1.3 0.0 -0.1252
N 5.618 -3.208 28.909 0.2 -0.2 0.8 -0.2220
C 6.414 -3.093 27.653 0.6 -0.3 -0.7 -0.0806
C 5.391 -3.291 26.535 0.8 -1.8 1.1 -0.1304
C 4.381 -4.252 27.136 -0.6 -1.2 -0.4 -0.1467
C 4.661 -4.369 28.611 1.5 -0.1 0.2 -0.0705
C 6.553 -3.506 30.098 -0.3 -0.8 -0.3 -0.1011
C 5.895 -3.947 31.403 0.2 2.6 2.6 -0.2053
C 6.946 -3.945 32.610 0.8 0.4 -0.9 -0.0773
H 6.157 1.116 31.667 0.7 -0.5 0.5 0.0718
H 4.647 1.989 31.599 0.2 -0.4 -0.1 0.0866
H 5.638 1.845 30.174 0.2 0.2 0.0 0.0655
H 3.577 0.273 30.168 0.5 0.0 -0.6 0.0989
H 4.313 -0.571 31.429 0.3 0.1 -0.2 0.1206
H 6.476 -1.002 30.012 0.0 0.6 0.6 0.1025
H 5.636 -0.055 28.761 0.2 -0.9 0.5 0.1070
H 4.131 -1.819 28.357 -0.3 -0.3 0.0 0.1224
H 4.156 -2.420 30.024 -0.5 0.3 0.2 0.0949
H 7.222 -3.858 27.742 -0.6 0.6 -0.4 0.1512
H 6.836 -2.109 27.484 0.4 0.2 0.8 0.1347
H 5.809 -3.683 25.618 0.2 0.3 -0.2 0.1340
H 4.906 -2.382 26.420 -0.8 1.7 -0.9 0.0570
H 4.372 -5.237 26.624 0.1 0.5 0.5 0.1353
H 3.385 -3.877 27.104 -0.8 0.4 -0.8 0.0831
H 5.235 -5.269 28.831 -0.2 -0.1 0.3 0.1393
H 3.775 -4.236 29.216 0.0 -0.3 0.3 0.1162
H 7.153 -2.604 30.307 -0.1 -0.7 -0.4 0.1274
H 7.150 -4.325 29.663 0.2 0.4 0.6 0.1368
H 5.415 -4.873 31.453 -0.6 -1.7 -0.8 0.0796
H 5.114 -3.225 31.778 0.6 -0.4 -0.8 0.1192
H 6.658 -4.500 33.534 -0.1 0.3 -1.0 0.0838
H 7.208 -2.904 32.940 -0.3 -0.8 -0.4 0.0842
H 7.885 -4.389 32.203 -0.5 0.2 0.6 0.0800
C 0.659 -2.907 33.656 0.7 -1.1 0.1 -0.0907
C -0.808 -3.125 33.797 -0.8 0.7 2.3 -0.2515
C -1.714 -1.882 33.688 1.4 0.6 -0.9 -0.1948
C -3.030 -2.188 34.272 -1.5 -1.0 0.3 -0.1600
N -4.255 -1.427 33.807 1.0 1.3 0.6 -0.1789
C -5.461 -1.821 34.651 1.1 0.3 1.5 -0.1018
C -6.511 -2.170 33.686 -1.0 0.0 -0.2 -0.1564
C -5.735 -2.836 32.592 -0.5 -1.0 0.0 -0.1436
C -4.588 -1.920 32.446 1.4 -0.1 -0.8 -0.1217
C -3.924 0.100 33.920 -0.6 -0.9 1.1 -0.0909
C -5.130 0.972 33.625 0.3 0.1 0.1 -0.2249
C -4.739 2.455 33.634 -1.3 0.4 -1.5 -0.0748
H 1.200 -3.745 34.131 -0.2 0.2 -0.3 0.0755
H 1.053 -2.038 34.142 0.0 0.8 0.1 0.0786
H 0.883 -2.934 32.607 0.6 0.4 -0.5 0.0486
H -1.001 -3.509 34.815 0.0 -0.3 -0.3 0.1179
H -1.123 -3.843 33.074 -0.5 -0.7 -0.4 0.1062
H -1.750 -1.704 32.617 -0.2 0.6 -0.2 0.1139
H -1.301 -0.999 34.221 0.1 -0.6 -0.6 0.1396
H -2.977 -2.028 35.331 -0.1 -0.1 0.7 0.1409
H -3.311 -3.231 34.073 0.2 0.1 0.3 0.1421
H -5.643 -1.057 35.411 -0.1 0.0 -0.3 0.1437
H -5.251 -2.749 35.212 0.5 0.5 -0.3 0.1491
H -7.102 -1.337 33.297 -0.1 -0.1 0.3 0.1386
H -7.062 -2.929 34.190 -1.4 -0.1 0.1 0.1264
H -6.322 -2.962 31.698 -0.1 0.1 -0.4 0.1315
H -5.448 -3.840 32.911 0.2 0.0 0.0 0.1326
H -4.825 -1.129 31.769 0.0 0.8 -0.2 0.1241
H -3.672 -2.391 32.128 0.1 -0.1 -0.7 0.1245
H -3.048 0.344 33.350 0.2 -0.3 -0.9 0.1179
H -3.565 0.212 34.953 -0.4 0.0 -0.1 0.1488
H -5.840 0.857 34.441 -0.4 -0.3 -0.3 0.1120
H -5.549 0.609 32.681 -0.3 0.5 0.1 0.1068
H -5.512 3.162 33.188 0.5 -1.2 0.8 0.1127
H -3.897 2.635 32.987 0.7 0.0 0.1 0.0599
H -4.554 2.739 34.648 0.4 0.5 0.5 0.0767
C -3.998 -6.605 19.963 1.1 -0.2 -0.2 -0.0856
C -2.744 -5.687 19.845 -1.9 0.3 0.3 -0.2329
C -2.028 -5.390 21.166 -1.4 0.1 -0.6 -0.1921
C -1.277 -6.559 21.701 0.5 -0.6 -1.6 -0.1570
N -0.567 -6.258 22.945 1.0 -0.8 1.1 -0.2281
C 0.569 -5.250 22.800 -1.7 1.3 1.2 -0.0785
C 1.445 -5.486 24.063 -0.1 0.7 0.4 -0.1208
C 1.104 -6.942 24.543 0.5 0.9 0.3 -0.1355
C 0.282 -7.474 23.415 -0.4 1.1 -1.0 -0.0723
C -1.526 -5.813 23.998 -0.8 -1.9 0.2 -0.1059
C -2.639 -6.893 24.242 0.1 1.1 -1.2 -0.1903
C -3.284 -6.785 25.617 -1.1 -0.5 -1.7 -0.0792
H -3.601 -7.576 20.341 -0.9 0.4 -0.1 0.0690
H -4.491 -6.788 18.967 0.5 0.3 1.1 0.0979
H -4.699 -6.124 20.657 -0.1 -0.5 -0.1 0.0719
H -3.102 -4.743 19.410 0.5 -0.1 0.1 0.1195
H -2.076 -6.141 19.174 1.0 -0.5 -1.1 0.0924
H -2.801 -4.961 21.828 0.5 -0.2 0.1 0.1250
H -1.276 -4.682 20.958 0.6 1.5 -0.2 0.0999
H -0.439 -6.791 21.031 -0.4 0.0 -0.4 0.1500
H -1.928 -7.437 21.650 0.3 -0.2 1.1 0.1350
H 0.082 -4.250 22.630 0.9 -0.9 0.6 0.1396
H 1.101 -5.500 21.922 0.5 -0.4 -1.0 0.1236
H 1.258 -4.732 24.892 0.2 -0.8 -1.2 0.1161
H 2.489 -5.394 23.753 -0.2 0.1 0.2 0.1184
H 0.525 -6.812 25.452 0.0 -0.5 0.2 0.1014
H 1.991 -7.561 24.765 -0.5 0.3 -0.2 0.1311
H -0.418 -8.246 23.547 -0.4 -1.2 0.6 0.1061
H 0.918 -7.716 22.560 -0.1 0.0 0.0 0.1493
H -1.977 -4.888 23.707 0.0 0.6 -0.2 0.1182
H -0.971 -5.678 24.890 0.5 0.4 0.8 0.1039
H -2.225 -7.903 24.058 -0.4 0.5 0.3 0.1106
H -3.426 -6.703 23.464 0.6 -0.4 0.6 0.1242
H -3.818 -5.857 25.759 0.3 0.5 0.2 0.0733
H -2.624 -7.052 26.391 0.8 0.0 1.2 0.0604
H -4.084 -7.513 25.589 -0.2 -0.4 0.3 0.0813
C -2.325 1.481 29.581 0.7 -0.8 0.1 -0.0163
C -2.776 1.281 28.105 0.2 -0.1 1.8 -0.4893
C -1.660 1.735 27.198 -0.5 0.2 -1.4 -0.1138
C -1.877 1.321 25.719 -0.6 0.9 0.2 -0.1253
C -1.902 -0.205 25.727 0.1 0.7 -0.8 -0.1537
C -3.018 -0.818 26.538 0.2 -0.8 1.4 -0.4330
N -3.031 -0.147 27.891 0.0 -3.9 5.0 0.0525
O -3.168 -0.846 28.955 0.2 2.8 -5.4 0.1568
C -2.873 -2.351 26.690 -1.8 0.0 -2.2 0.0004
C -4.369 -0.527 25.884 -0.7 1.2 -0.3 0.0139
C -4.099 2.017 27.978 0.0 0.8 0.5 0.0128
H -3.155 1.373 30.327 0.8 0.1 -0.7 0.0947
H -1.908 2.486 29.598 -0.2 0.1 0.3 0.0876
H -1.458 0.799 29.818 -1.0 0.5 -0.1 0.0958
H -0.767 1.205 27.488 0.6 0.3 0.5 0.1010
H -1.635 2.820 27.386 0.5 -0.3 -0.4 0.1434
H -0.976 1.542 25.132 -0.3 0.4 0.1 0.1204
H -2.763 1.895 25.291 1.1 -1.0 0.2 0.1344
H -0.913 -0.469 26.083 0.0 -0.6 0.2 0.0879
H -2.008 -0.636 24.721 0.1 0.2 0.2 0.1426
H -2.548 -2.672 25.671 0.4 0.2 0.8 0.1077
H -3.883 -2.779 26.680 0.0 0.1 0.5 0.0830
H -2.350 -2.842 27.464 1.1 0.2 0.8 0.0614
H -5.195 -0.296 26.604 0.7 -0.5 -0.6 0.1135
H -4.587 -1.432 25.310 -0.3 0.5 -0.1 0.1000
H -4.268 0.365 25.219 -0.3 -0.9 0.4 0.1024
H -3.906 3.015 28.442 -0.4 -0.8 -0.3 0.1258
H -4.859 1.461 28.547 0.1 0.5 -0.2 0.1070
H -4.392 2.180 26.960 -0.4 0.0 -0.5 0.0809
As 1.672 -1.380 24.286 0.7 0.0 1.4 0.6956
F 1.747 -0.137 25.494 0.1 0.0 0.3 -0.2435
F 2.909 -2.421 25.067 -0.5 1.1 0.2 -0.2629
F 1.605 -2.572 23.137 0.0 -1.9 -2.1 -0.2044
F 0.426 -0.570 23.451 -0.6 1.0 -0.3 -0.2236
F 2.901 -0.521 23.408 0.0 -0.1 0.1 -0.2370
F 0.421 -2.201 25.188 0.2 -0.1 0.4 -0.2579
As 0.651 -2.159 29.189 0.2 1.9 -0.8 0.6803
F 1.824 -3.071 30.018 1.1 -0.5 0.7 -0.2305
F -0.598 -3.173 29.756 -0.9 -0.3 0.9 -0.2385
F -0.534 -1.242 28.273 0.0 0.3 0.4 -0.2349
F 1.875 -1.028 28.545 -0.3 -0.8 0.3 -0.2657
F 0.805 -3.217 27.891 0.5 -0.7 -1.5 -0.2171
F 0.522 -1.121 30.560 -0.4 0.2 0.2 -0.2441
```
Positions in Å, forces in eV/Å.

LUMO: -9.43 eV
E: -233853.6480 eV
total charge: +4
HOMO: -17.25 eV
maximum force: 6.32 eV/A



Number 1: HOMO-LUMO gap 7.2 eV. Number 2: HOMO-LUMO gap 7.8 eV.